[1]
7 unconnected molecules or ions with the total composition C65H70BFIN6O32. Source: the Open Molecules 2025 dataset; level of theory: ωB97M-V/def2-TZVPD.

```
176
Properties=species:S:1:pos:R:3:forces:R:3
I 3.471 -5.905 -0.637 0.39 4.14 -0.82
F -0.465 -0.810 5.533 -0.68 1.06 -2.11
O -1.620 -4.792 -1.626 -0.06 1.50 2.19
O 6.138 -5.626 1.058 0.07 0.33 0.07
O -0.005 3.894 1.714 0.24 -0.28 -0.05
O 4.112 7.277 1.279 1.14 0.29 0.58
O 3.902 -10.261 -0.937 -0.29 0.33 0.22
O 2.556 -8.081 -0.010 -1.05 -4.26 0.76
O 10.645 11.355 -2.978 -0.44 -0.07 0.15
O 8.951 -2.078 3.802 0.06 -0.44 -0.09
O 1.971 7.094 -2.017 -0.37 -0.24 0.27
O -0.722 7.119 -1.634 1.39 -0.70 0.47
O 7.950 11.361 -2.601 1.22 -0.54 0.40
O 2.946 10.626 -8.153 -0.11 -1.35 0.39
O 8.690 8.168 0.773 0.62 0.01 -0.39
O 6.083 9.027 1.946 -0.40 -0.36 -0.05
O 3.343 8.028 -8.860 -0.10 0.39 0.22
O -0.079 -11.116 2.449 0.26 -0.23 -0.19
O 2.703 3.936 1.393 -1.22 0.30 -0.36
O -2.454 1.857 -0.335 0.09 -1.22 3.20
O 1.282 8.979 -4.075 -0.10 -0.32 -0.23
O 1.764 6.380 -4.747 -0.07 1.28 -0.50
O 9.907 -4.623 3.687 -1.03 0.89 -0.39
O 8.718 5.716 4.003 -1.10 -0.23 -0.59
O 11.395 8.228 0.454 -1.21 0.46 -0.39
O -4.176 0.434 0.759 2.56 0.49 0.47
O -11.881 0.946 -3.736 -0.20 -0.40 -0.01
O -13.861 -0.798 -4.409 1.31 0.16 0.63
O 1.328 -13.282 1.587 -0.18 1.38 -0.04
O -9.267 -2.386 -1.686 -1.03 -0.26 -0.46
O -11.205 -4.142 -2.437 0.35 0.33 0.13
O 5.228 -3.060 1.099 0.96 -0.87 0.48
O -1.946 -5.060 -2.928 -0.76 -0.67 -2.09
O 6.786 3.946 3.258 0.17 0.31 0.07
N -0.927 -0.670 -1.510 -0.04 -0.35 1.48
N -4.328 -0.639 4.110 0.64 -0.04 0.68
N -3.488 -2.705 2.981 0.65 0.36 -0.98
N -6.869 -1.989 1.636 0.80 -0.97 -0.09
N -2.653 -3.010 0.709 -0.63 2.55 1.63
N -1.996 -1.005 2.252 1.35 -2.05 -1.55
C 6.598 5.114 2.962 -0.38 -0.33 -0.17
C 0.435 4.652 0.861 -0.64 0.40 -0.22
C 2.660 -11.833 0.304 0.18 0.26 -0.19
C -10.368 -1.952 -2.364 0.99 0.30 0.51
C 2.108 9.876 -6.091 -0.13 -0.16 0.40
C 1.125 -3.825 -0.049 0.96 0.05 -0.09
C 0.075 6.314 -0.881 -1.39 0.73 -0.60
C -11.390 -2.974 -2.731 -0.71 -0.45 -0.28
C 10.218 10.627 -2.099 0.84 0.01 -0.08
C 1.904 4.723 0.618 0.99 -0.33 0.27
C 1.201 -9.540 1.252 -0.15 -0.22 0.14
C 8.751 10.568 -1.840 -1.24 0.55 -0.43
C 8.053 -5.198 2.364 -0.36 -0.09 -0.23
C -4.487 -5.325 -0.546 -0.99 0.75 -1.38
C -6.247 -6.028 -2.394 2.30 2.41 2.26
C 8.751 -4.291 3.050 1.05 -0.88 0.41
C -2.701 -2.261 1.987 -0.27 -0.18 0.27
C -1.431 -3.356 -1.565 -0.05 1.06 -0.75
C -0.437 5.511 0.055 0.07 -0.46 0.43
C -11.714 -0.217 -3.413 0.45 0.54 0.14
C -5.661 -3.390 -1.916 0.14 -3.02 -0.09
C -0.724 -1.177 3.030 -0.08 -1.46 3.00
C 2.056 7.386 -5.618 -0.09 -1.32 0.38
C 1.774 8.782 -5.174 -0.06 0.78 0.07
C 10.590 9.002 -0.326 1.19 -0.47 0.44
C -4.298 -3.960 2.915 -0.57 -1.59 1.07
C 8.298 -2.874 3.151 -0.27 0.76 0.01
C -5.860 -3.782 3.204 -0.68 -0.48 -0.65
C 3.001 -10.480 -0.146 0.43 -0.69 -0.24
C -5.097 -0.313 5.363 -0.25 -0.62 0.00
C 7.068 -2.494 2.449 0.26 0.06 0.21
C 9.121 8.922 -0.085 -0.76 0.20 -0.09
C 2.573 7.131 -6.822 0.12 0.13 -0.30
C 11.098 9.798 -1.269 -0.06 0.22 -0.26
C -0.292 -3.746 0.693 0.32 -0.55 -0.20
C 8.244 9.768 -0.899 0.04 -0.35 0.32
C 2.629 9.621 -7.293 0.13 1.37 -0.42
C 2.884 8.225 -7.748 0.14 -0.78 -0.19
C -6.765 -3.474 1.920 -1.89 0.19 0.97
C -4.630 -3.812 -0.802 -2.48 -2.35 -2.47
C -1.386 -2.786 -0.042 1.83 -1.31 -0.79
C 6.371 -3.399 1.759 -0.98 0.90 -0.42
C -0.601 -0.118 4.263 1.25 -0.25 -1.01
C 7.614 6.140 3.325 1.03 0.22 0.60
C -10.522 -0.667 -2.686 -0.07 0.17 -0.09
C 7.453 7.424 3.000 -0.39 0.14 0.13
C -3.889 -2.631 -0.046 -1.20 0.28 -0.91
C 1.542 6.364 -1.142 0.86 -0.07 0.08
C 5.391 5.560 2.255 0.15 -0.24 0.09
C -3.624 -1.950 4.290 -0.06 0.91 1.33
C -0.913 -1.242 -0.126 1.46 -0.27 0.30
C -12.593 -2.520 -3.437 0.28 -0.30 0.19
C 2.209 -9.341 0.400 -0.38 1.14 0.09
C 0.844 -10.896 1.683 -0.36 0.58 0.27
C -12.749 -1.233 -3.756 -1.30 -0.13 -0.64
C -5.975 -1.861 -2.284 -0.82 -0.92 1.50
C -6.444 -4.496 -2.695 1.91 -1.65 2.44
C -5.233 -6.452 -1.307 -0.56 4.11 -0.70
C 6.259 7.866 2.273 0.69 0.55 0.25
C 1.654 -12.032 1.159 0.15 -1.36 0.05
C 2.416 5.522 -0.319 -0.07 0.04 -0.26
C 1.405 -5.231 -0.785 -1.63 0.16 -0.89
C 6.810 -4.822 1.681 0.42 -0.68 0.06
C -1.583 -0.291 0.990 -0.16 0.54 -0.46
C 5.229 6.844 1.934 -1.02 -0.22 -0.49
B -2.785 0.669 0.471 -1.21 1.43 -1.30
H -3.886 -4.638 3.760 -0.53 1.14 -1.30
H -9.787 0.084 -2.427 -0.03 -0.01 -0.02
H -7.028 -1.466 2.509 -0.12 -0.41 -0.80
H -7.599 -1.805 0.935 0.40 -0.07 0.70
H 3.479 5.582 -0.507 -0.08 0.00 0.00
H -0.116 7.599 -2.236 -0.18 0.17 0.02
H -2.601 -1.837 4.820 -1.46 -0.27 -1.13
H 2.096 3.455 1.989 0.17 0.08 -0.03
H 8.369 -6.229 2.285 -0.01 0.03 0.01
H 10.791 7.746 1.053 0.15 0.02 -0.06
H -0.547 0.282 -1.433 -0.60 -0.48 -0.47
H 8.553 11.838 -3.204 -0.12 -0.03 0.05
H -4.267 -2.537 5.049 1.06 0.47 -1.73
H -7.117 -1.820 -2.502 2.17 0.06 0.03
H -6.229 -4.797 3.619 0.75 1.59 -0.68
H 3.309 -8.200 -0.623 -0.16 -0.36 0.08
H 0.385 0.435 4.096 -1.43 -0.57 0.57
H -4.988 -7.535 -1.019 -0.61 1.88 -0.64
H -13.735 0.164 -4.524 -0.10 -0.12 -0.04
H -3.626 0.110 3.996 -0.47 -0.78 -0.14
H -3.737 -5.649 0.266 -1.21 0.53 -1.51
H 4.911 -3.888 0.680 -0.10 0.12 -0.08
H 0.230 -1.199 2.409 -1.46 0.20 0.60
H 1.973 -3.656 0.707 -1.34 -0.21 -1.01
H -4.585 -2.080 0.686 0.55 -0.95 -1.24
H -2.247 -2.833 -2.200 1.07 -1.00 1.15
H -5.340 -1.438 -3.129 -0.87 -0.64 1.15
H 1.247 -2.992 -0.840 -0.22 -1.23 1.29
H -6.040 -0.982 5.336 1.49 1.08 0.44
H -1.466 0.627 4.247 1.05 -1.19 0.43
H -0.452 -3.129 -2.137 -1.49 -0.09 1.29
H 1.187 -5.115 -1.912 0.44 -0.28 1.85
H -5.847 -1.265 -1.300 -0.04 -0.66 -1.76
H 4.238 8.240 1.164 -0.02 -0.10 0.01
H -1.499 5.464 0.253 0.02 0.05 -0.03
H -4.409 -0.572 6.249 -1.47 0.64 -0.80
H -1.857 -0.696 -1.943 0.52 0.47 0.32
H 10.218 -3.799 4.109 0.02 -0.15 -0.03
H 7.181 9.714 -0.702 0.03 0.02 0.02
H 0.694 -6.062 -0.416 1.40 1.26 -0.39
H -6.820 -6.849 -2.930 0.76 1.46 0.63
H 8.600 4.752 4.115 0.09 0.14 0.01
H -2.919 -5.227 -2.948 0.61 0.19 0.47
H 3.302 10.184 -8.949 -0.04 0.12 0.07
H -13.335 -3.268 -3.682 0.03 0.03 0.00
H 3.254 -12.649 -0.086 -0.02 0.02 0.01
H -3.615 -1.841 -0.848 -0.46 -1.20 1.28
H -5.445 0.782 5.382 0.75 -1.74 -0.07
H -0.791 -2.210 3.546 0.37 1.60 -0.67
H 6.760 -1.459 2.515 0.02 -0.03 0.00
H -1.990 2.453 0.325 -0.31 -0.60 -1.39
H 2.780 6.124 -7.157 -0.01 0.04 0.01
H -7.232 -4.257 -3.501 1.52 -0.08 1.48
H -9.393 -3.351 -1.577 0.04 0.09 -0.02
H 4.653 4.808 2.013 0.05 0.03 0.03
H 12.162 9.864 -1.455 -0.04 -0.01 0.00
H 0.617 -8.723 1.654 0.01 -0.03 -0.01
H 1.915 10.885 -5.750 0.00 -0.03 -0.02
H -4.189 -4.561 1.958 0.15 1.30 1.13
H 0.213 -1.275 0.149 -1.78 -0.02 -0.48
H 8.184 8.178 3.256 -0.06 -0.05 -0.02
H -0.100 -3.464 1.780 -0.47 -0.09 -1.37
H 0.572 -13.160 2.194 0.10 -0.10 -0.08
H -6.509 -4.086 0.993 0.03 1.03 1.25
H -0.707 -4.827 0.725 0.34 1.88 -0.10
H -7.844 -3.787 2.211 1.74 -0.07 -0.32
H -6.128 -3.011 4.003 0.64 -0.95 -1.02
H -0.739 0.433 1.322 -1.42 -1.01 -0.57
H -4.457 1.122 1.402 -0.25 -0.50 -0.81
H 1.405 6.821 -3.950 0.28 -0.10 -0.06
```
Positions in Å, forces in eV/Å.

The LUMO energy is -3.623 eV. The net charge is +1. The value obtained for the relative energy (zero: lowest compared OMol25 entry of this formula, charge and spin) is 9.4936 eV.


[2]
6 unconnected molecules or ions with the total composition C52H95N5O13S. Source: the Open Molecules 2025 dataset; level of theory: ωB97M-V/def2-TZVPD.

```
166
Properties=species:S:1:pos:R:3:forces:R:3
S 0.910 1.375 0.263 -0.44 -0.63 0.70
O 4.051 -5.900 -6.127 0.21 0.18 -0.22
O -1.992 2.370 0.065 -0.13 -0.68 1.03
O 3.718 -4.388 -8.629 -0.06 -0.30 0.11
O -6.909 -7.181 4.026 0.01 0.32 0.04
O 8.052 2.571 8.926 -0.17 -0.21 -0.21
O 1.926 4.375 -6.930 -0.28 0.24 -0.04
O -6.665 7.278 -3.428 0.25 -0.19 0.12
O -5.135 -4.872 3.610 -0.04 -0.28 0.07
O 1.333 -2.339 -5.009 0.27 0.66 0.00
O 1.113 7.025 -7.913 0.25 -0.18 0.13
O 1.753 -0.162 -4.462 -0.89 -1.55 -0.61
O 5.411 1.462 8.262 0.19 0.10 0.27
O -5.850 4.648 -2.400 -0.26 0.18 0.01
N -2.557 -4.473 1.450 0.68 0.84 0.20
N -0.156 1.322 5.432 -0.76 0.74 -1.21
N -3.705 5.237 2.520 -0.06 -0.63 -0.59
N -2.622 2.057 7.413 0.10 0.96 -0.47
N 1.671 0.993 3.149 -0.75 -0.14 -0.53
C 2.019 -1.249 -0.031 0.10 0.13 1.25
C 5.430 -6.000 -6.443 -0.07 -0.16 0.11
C 1.353 4.620 -8.210 0.47 -0.03 0.01
C 5.704 2.852 8.349 0.00 -0.17 -0.46
C -0.228 -5.487 1.138 -0.71 0.28 -1.03
C 5.425 0.823 9.529 -0.13 -0.07 -0.08
C 3.568 -4.560 -6.204 -0.40 -0.33 0.10
C 2.274 -5.002 0.393 0.53 -0.04 -1.04
C -3.963 2.782 2.170 0.70 -0.28 -1.53
C 0.288 -1.757 -1.939 0.66 0.08 -0.59
C 1.726 -0.151 0.866 0.18 -0.60 1.54
C -1.610 2.132 1.384 1.02 -0.48 2.17
C 2.018 -0.153 2.322 0.78 -1.91 -1.26
C -2.619 1.208 -0.532 -1.09 -0.27 -0.37
C 1.047 -1.340 -4.390 -0.83 -0.35 0.58
C -5.517 -5.790 2.591 -0.24 0.35 0.01
C -6.896 -6.374 2.854 0.26 -0.35 -0.01
C -0.655 1.613 4.097 0.29 -0.32 -1.10
C -7.435 -6.497 5.152 -0.03 -0.18 0.04
C 2.665 -0.152 -5.586 1.16 1.68 -0.86
C -6.779 4.843 -1.344 0.13 -0.14 0.08
C -4.254 -5.450 4.561 0.13 0.16 0.00
C -6.430 4.868 -3.681 0.47 -0.02 -0.02
C -0.261 1.678 1.635 0.48 -0.27 1.43
C -3.849 1.730 -1.378 0.75 -0.34 0.38
C 2.636 -2.446 0.552 0.04 1.30 1.02
C 3.121 -1.542 4.367 -0.67 -1.97 1.17
C 0.991 4.548 -5.876 0.14 -0.12 0.10
C 1.674 -1.121 -1.552 0.49 -0.04 0.21
C 2.838 -4.304 -7.511 0.31 0.41 0.00
C 0.292 1.415 2.980 -3.41 1.36 -1.10
C -5.739 7.857 -2.520 -0.09 0.13 -0.04
C 3.628 -5.633 -9.302 0.04 0.14 -0.10
C -2.044 2.041 3.900 0.54 0.41 -2.22
C -3.084 2.217 5.047 0.31 0.34 0.09
C 8.612 1.348 8.471 0.14 0.06 0.12
C 2.802 0.070 6.285 -0.16 -0.61 -0.17
C -6.085 6.248 -4.220 -0.48 0.05 -0.02
C -0.180 -1.388 -3.428 0.45 0.38 1.09
C 2.033 7.587 -6.990 -0.10 0.13 -0.04
C 2.970 -3.729 -0.276 -1.53 0.27 0.33
C 0.777 -5.199 -0.064 -0.32 -0.74 0.85
C 3.005 1.373 -5.859 -0.85 -0.66 -0.01
C 2.669 -1.329 2.891 -0.58 -0.29 -2.02
C -3.897 4.280 1.698 -0.52 -0.19 0.82
C -1.087 -4.215 1.542 0.63 -0.15 0.65
C 2.208 -0.897 5.444 1.48 1.58 0.71
C -2.518 2.797 6.372 -0.15 -1.45 0.73
C 2.944 -2.448 1.970 -0.71 1.49 -0.49
C -2.519 2.318 2.527 1.56 -0.75 -0.02
C 1.698 6.010 -8.721 -0.48 0.04 -0.03
C 7.152 3.143 7.985 0.00 0.18 0.43
H 2.850 -5.885 -0.002 -0.50 0.70 0.69
H 0.733 -6.104 -0.731 0.11 1.02 0.43
H 2.630 6.823 -6.488 -0.01 -0.02 -0.04
H -3.927 2.897 4.736 1.02 -0.57 0.10
H -4.580 -6.445 4.871 -0.03 0.00 -0.04
H -7.514 4.722 -3.645 0.01 0.10 0.01
H 2.347 -4.986 1.509 0.01 0.01 -0.99
H -2.024 3.794 6.479 -0.45 -0.61 -0.84
H 0.330 3.677 -5.819 -0.09 0.04 0.05
H -3.578 1.223 5.241 0.64 0.96 0.22
H -5.079 8.548 -3.054 0.09 -0.01 0.07
H -4.232 -4.802 5.439 -0.04 0.04 -0.08
H 1.128 -1.112 5.598 0.52 0.80 -1.70
H 2.467 -3.617 -1.275 0.79 -0.14 0.76
H 2.728 -5.654 -9.925 -0.02 -0.12 0.00
H 1.547 4.626 -4.940 0.03 -0.07 -0.08
H -4.057 4.522 0.613 0.26 -0.35 1.02
H 6.284 1.123 10.132 0.00 0.04 -0.03
H -4.731 2.572 2.948 0.73 0.48 -0.49
H -7.441 3.974 -1.267 -0.10 0.04 0.04
H -5.001 6.380 -4.295 -0.01 -0.07 0.07
H -0.861 -3.980 2.620 -0.33 -0.14 -0.97
H 5.465 3.238 9.345 0.10 -0.02 0.00
H 5.475 -0.254 9.365 -0.04 0.05 -0.07
H -0.742 -0.420 -3.375 0.56 -0.77 -0.33
H -0.484 -1.428 -1.198 0.56 -0.43 -0.65
H -6.219 4.939 -0.413 0.02 -0.04 -0.07
H 2.865 -4.426 -5.378 0.00 0.07 -0.05
H -3.477 2.143 -2.346 -0.47 -0.14 0.80
H -5.549 -5.228 1.652 0.01 -0.06 -0.03
H -4.332 2.536 -0.764 0.27 -0.76 -0.90
H -3.245 -5.508 4.141 0.02 -0.09 0.01
H -7.650 -5.583 2.920 0.07 0.04 0.03
H 2.320 1.775 2.991 -0.38 -0.38 -0.05
H 0.268 4.472 -8.183 0.01 0.10 0.01
H 1.465 8.133 -6.236 -0.04 -0.01 -0.09
H 5.694 -5.418 -7.328 -0.04 0.05 0.01
H 3.104 -2.662 4.542 0.25 0.91 -0.56
H -8.527 -6.460 5.087 -0.02 0.10 0.06
H 2.958 1.955 -4.905 0.29 -0.50 -0.81
H -7.375 5.747 -1.481 0.01 0.00 -0.05
H 1.994 -4.991 -7.629 0.07 -0.05 0.05
H -6.303 8.418 -1.774 -0.04 -0.01 -0.09
H -6.505 6.344 -5.226 0.04 -0.03 -0.01
H 9.402 1.551 7.741 0.00 -0.09 -0.06
H 5.657 -7.049 -6.640 -0.07 0.03 0.07
H 3.619 -0.701 -5.371 -1.10 0.15 0.01
H -1.879 0.638 -1.150 -0.48 0.58 0.44
H 2.783 6.144 -8.788 -0.01 -0.07 0.07
H 4.065 -3.870 -0.441 -0.83 0.16 0.32
H 0.277 -5.946 2.024 -0.31 0.46 -0.75
H -7.039 -5.484 5.241 0.01 0.01 -0.06
H 9.052 0.838 9.329 0.00 0.11 -0.01
H -2.210 2.541 8.222 -0.20 -0.21 -0.25
H -0.308 0.329 5.600 0.31 0.38 0.28
H 0.395 5.454 -5.998 0.00 -0.01 -0.07
H 2.695 8.288 -7.507 0.09 -0.01 0.07
H 1.283 6.125 -9.727 0.04 -0.03 -0.01
H -5.140 7.102 -2.007 -0.01 -0.02 -0.04
H 4.500 1.052 10.070 0.04 -0.01 0.10
H 2.511 -1.628 -2.115 -0.93 0.42 0.41
H -2.978 -3.670 1.936 -0.21 -0.59 -0.30
H 7.309 4.225 8.009 -0.03 0.00 -0.03
H 7.377 2.794 6.972 -0.07 -0.06 0.03
H -4.769 -6.581 2.482 -0.05 0.01 0.04
H 2.441 -3.285 -7.494 -0.04 -0.04 0.07
H -2.858 -4.402 0.474 0.16 -0.06 0.33
H -4.579 0.901 -1.591 0.70 0.80 0.24
H 2.179 -0.542 -6.518 0.41 -0.07 1.11
H 3.415 -3.366 2.388 -0.38 0.89 -0.28
H -4.266 2.182 1.264 0.18 0.49 1.03
H 0.361 -4.327 -0.624 0.55 -0.68 0.40
H -6.012 4.114 -4.355 -0.02 0.01 -0.03
H 5.055 3.360 7.629 0.01 0.04 0.02
H 2.199 1.773 -6.534 0.95 -0.13 0.63
H 2.592 1.167 6.208 -1.19 -1.14 1.41
H -7.157 -7.055 6.047 -0.02 -0.05 -0.09
H 6.031 -5.666 -5.591 0.10 0.04 -0.05
H -7.167 -7.024 2.015 0.00 0.03 -0.02
H -2.969 0.518 0.283 0.27 0.61 -0.64
H -0.974 -6.246 0.761 0.69 0.68 0.52
H 3.573 -0.213 7.053 0.64 0.55 -2.09
H 3.611 -6.476 -8.608 -0.03 0.03 0.03
H 0.413 -2.866 -1.933 -0.29 0.87 0.28
H 4.502 -5.733 -9.947 -0.04 0.09 0.01
H 4.176 -1.200 4.497 -0.92 -0.10 -0.01
H 7.862 0.691 8.027 -0.04 0.05 -0.03
H -3.585 4.843 3.463 0.01 0.22 -0.18
H 1.703 -0.051 -1.902 -0.05 -1.00 0.62
H -0.789 -3.290 0.967 -0.04 -0.97 0.35
H 1.775 3.879 -8.896 -0.02 0.01 -0.03
H 4.001 1.473 -6.357 -0.86 -0.01 0.45
H -0.840 -2.233 -3.751 0.58 1.01 -0.05
H 4.386 -3.846 -6.066 0.00 -0.01 -0.10
H 0.832 1.564 5.419 -0.23 -0.68 0.22
```
Positions in Å, forces in eV/Å.

The LUMO energy is 0.052 eV. As for the SMILES: [H]/N=C\Cc1c(C/C=N/[H])c(N)c2c(c1OCC)Sc1c(CCCC(=O)OCC)c(CCCCCN)cc(CC=C)c1N2.COCCOC.COCCOC.COCCOC.COCCOC.COCCOC.


For reference, E_tot by record: -154475.5062; -100354.3666 eV.